(1)
{"formula": "C4ClFO3", "method": "ωB97M-V/def2-TZVPD", "gap_ha": 0.201, "e_above_lowest_ev": 2.615, "elements": ["C", "C", "C", "C", "O", "O", "O", "F", "Cl"], "positions_angstrom": [[-1.4126, -0.1870, -0.0047], [2.2244, 0.6520, 0.0565], [-2.6738, 0.2302, 0.5137], [3.3212, 0.0847, 0.4463], [-2.5367, 0.1271, -0.8241], [4.4417, -0.0294, 0.8223], [-3.4155, 0.7463, 1.2222], [-1.3352, -1.5377, -0.0802], [0.8415, 0.5100, -0.7892]], "atomic_forces_ev_per_a": [[0.854, -2.399, -0.753], [-1.409, 0.043, -0.580], [1.174, 1.608, -0.941], [2.039, 0.373, 0.534], [-0.034, 0.661, -0.952], [-2.089, -0.343, -0.559], [-1.987, 0.414, 2.058], [1.339, -0.197, 0.393], [0.113, -0.159, 0.800]], "nbo_charge": [0.402, -0.438, 0.702, 0.589, -0.441, -0.426, -0.454, -0.329, 0.396]}

(2)
{"formula": "C17H52AsF6N5O5", "method": "ωB97M-V/def2-TZVPD", "gap_ha": 0.262, "elements": ["N", "H", "H", "H", "H", "As", "F", "F", "F", "F", "F", "F", "C", "O", "H", "H", "H", "H", "C", "C", "C", "O", "C", "N", "H", "H", "H", "H", "H", "H", "H", "H", "H", "H", "H", "C", "C", "C", "O", "C", "N", "H", "H", "H", "H", "H", "H", "H", "H", "H", "H", "H", "C", "C", "C", "O", "C", "N", "H", "H", "H", "H", "H", "H", "H", "H", "H", "H", "H", "C", "C", "C", "O", "C", "N", "H", "H", "H", "H", "H", "H", "H", "H", "H", "H", "H"], "positions_angstrom": [[-1.0013, -1.2486, 0.3300], [-0.5660, -1.6814, -0.4720], [-1.9499, -1.5819, 0.4260], [-0.8260, -0.2541, 0.3487], [-0.6314, -1.5809, 1.2091], [-3.6554, 3.0448, 4.4186], [-2.0014, 2.7855, 3.6274], [-3.3848, 1.7177, 5.6394], [-5.2526, 3.4641, 5.1023], [-3.8778, 4.4185, 3.2556], [-4.3306, 1.9072, 3.2250], [-2.8836, 4.1803, 5.5565], [0.7584, -4.5829, 4.0435], [0.8946, -3.2181, 4.0455], [1.6126, -4.9808, 4.5913], [-0.1447, -4.9884, 4.4997], [0.8064, -5.0109, 3.0422], [1.1038, -2.9361, 4.9389], [-3.2088, 4.0699, -3.4110], [-4.0701, 2.8004, -3.6465], [-5.1216, 2.9027, -4.7963], [-6.2102, 1.9308, -4.6872], [-6.2522, 0.6832, -5.4802], [-3.1607, 1.6901, -3.7836], [-2.4749, 3.9599, -2.6126], [-3.7078, 5.0234, -3.2381], [-2.5889, 4.0521, -4.3074], [-4.5494, 2.6220, -2.6839], [-4.7517, 2.9114, -5.8216], [-5.5649, 3.8799, -4.6049], [-5.2868, 0.1833, -5.4012], [-6.5075, 0.8375, -6.5286], [-6.9587, -0.0349, -5.0639], [-2.6231, 1.7007, -4.6386], [-3.7526, 0.8728, -3.8275], [5.7599, -4.4016, -3.2548], [5.0884, -3.5211, -2.1687], [6.1487, -2.9072, -1.1504], [7.1627, -2.2669, -2.0133], [8.1897, -1.6129, -1.3454], [4.2039, -2.5266, -2.7252], [6.3141, -3.7416, -3.9222], [5.1539, -5.0311, -3.9064], [6.4800, -5.1271, -2.8762], [4.4819, -4.2281, -1.6027], [6.6502, -3.6049, -0.4797], [5.6278, -2.1467, -0.5686], [8.7029, -1.0312, -2.1112], [8.9485, -2.1680, -0.7939], [7.8454, -0.8388, -0.6595], [4.7873, -1.7328, -2.9479], [3.6964, -2.7602, -3.5666], [-7.7290, -5.0773, -0.2505], [-6.2635, -4.7961, -0.4735], [-6.1079, -4.0395, -1.8133], [-4.8554, -3.5347, -2.2662], [-3.9000, -4.5585, -2.7213], [-5.6865, -3.7479, 0.4176], [-8.0344, -5.6493, 0.6256], [-8.0273, -5.5418, -1.1904], [-8.0310, -4.0429, -0.0865], [-5.6409, -5.6724, -0.6540], [-6.7464, -3.1562, -1.8161], [-6.5542, -4.5309, -2.6779], [-4.0048, -4.5910, -3.8058], [-3.9368, -5.5127, -2.1956], [-2.8662, -4.2889, -2.5053], [-6.2105, -2.9389, 0.1158], [-5.9831, -3.8995, 1.3711], [4.9585, 4.0740, 2.9949], [4.9705, 5.0267, 4.1545], [6.1425, 6.0039, 4.1670], [6.2045, 6.7684, 5.3701], [7.5392, 7.0556, 5.8759], [3.6792, 5.7048, 4.2118], [5.9565, 3.6685, 2.8288], [4.8067, 4.6275, 2.0683], [4.3288, 3.2207, 3.2470], [5.2464, 4.4922, 5.0635], [6.0592, 6.6117, 3.2660], [7.0377, 5.3824, 4.1427], [8.1385, 7.4581, 5.0592], [8.1044, 6.2176, 6.2838], [7.5084, 7.7641, 6.7037], [3.8255, 6.4353, 3.5298], [2.9495, 5.1745, 3.7574]], "atomic_forces_ev_per_a": [[0.210, -0.577, 0.871], [0.338, -0.213, -0.217], [-1.076, 0.682, -0.566], [-0.687, 0.730, -0.291], [1.029, -0.459, 0.425], [0.922, 1.377, -0.009], [-1.732, -0.165, 0.987], [-0.387, 1.319, -1.718], [1.357, -0.899, -0.611], [0.155, -1.479, 0.952], [0.362, 0.636, 1.063], [-0.556, -1.012, -0.860], [0.694, -1.967, 0.433], [-0.429, 1.765, -0.505], [-0.003, -0.612, 0.011], [-0.287, 0.308, 0.168], [0.043, 0.393, -0.197], [-0.076, 0.153, -0.028], [0.288, -0.663, -1.044], [0.176, 0.604, 0.450], [-0.713, -0.225, 1.002], [-0.038, -0.756, -0.285], [1.160, 1.207, 0.812], [0.175, -1.037, 0.266], [-0.376, -0.450, 0.254], [-0.254, -0.200, -0.400], [0.169, 0.961, -0.264], [-0.773, -0.098, -0.261], [0.564, -0.119, 0.074], [-0.535, -0.025, -0.329], [0.201, -0.006, -0.287], [0.059, 0.324, -0.016], [-0.272, 0.596, 0.351], [0.013, 0.261, -0.255], [0.182, -0.433, -0.019], [1.015, 0.376, -0.221], [0.679, -2.184, 0.318], [-0.041, 0.692, -2.585], [-1.265, -1.137, 0.975], [0.492, 1.627, -0.137], [0.261, 1.374, 0.641], [0.140, -0.002, -0.039], [-0.870, 0.381, 0.284], [0.174, 0.200, 0.477], [-0.140, 0.089, 0.462], [-0.255, -0.370, -0.195], [0.076, 0.165, 0.164], [0.254, -0.187, -0.102], [-0.231, -0.829, -0.127], [-0.484, 0.005, 0.323], [-0.111, 0.354, -0.242], [0.264, -0.549, 0.024], [0.825, 0.550, -0.262], [1.899, 1.356, -1.041], [-0.998, 0.292, -1.913], [1.439, -1.372, 0.842], [-0.575, 1.078, 0.325], [-0.141, -1.190, 0.328], [0.408, -0.187, -0.129], [-0.930, 0.128, 0.232], [-1.269, -0.187, -0.388], [0.195, -0.254, 1.003], [0.007, 0.394, 0.566], [-0.052, -1.013, 0.037], [-0.020, -0.640, 0.047], [-0.865, -0.166, -0.273], [-0.070, 0.845, 0.027], [0.199, 0.597, 0.272], [0.086, -0.162, 0.340], [1.853, -0.170, -0.154], [0.201, -0.127, 1.081], [0.188, -0.211, 0.204], [0.535, 0.080, 0.573], [-0.543, -0.057, -0.912], [0.464, 0.734, 0.082], [0.277, -0.341, 0.191], [-0.888, -0.285, -0.103], [-0.418, 0.279, -0.622], [-0.962, -0.483, 0.375], [0.392, 0.604, -0.089], [0.213, -0.018, -0.461], [0.118, 0.267, 0.023], [-0.408, -0.682, -0.192], [-0.564, 0.185, -0.312], [-0.356, 0.820, 0.047], [-0.101, -0.586, 0.280]], "lowdin_charge": [0.359, 0.156, 0.160, 0.165, 0.152, 0.909, -0.360, -0.320, -0.295, -0.322, -0.313, -0.299, -0.209, -0.112, 0.081, 0.079, 0.076, 0.089, -0.062, -0.438, -0.157, -0.210, -0.074, 0.014, 0.073, 0.077, 0.068, 0.136, 0.122, 0.113, 0.061, 0.077, 0.079, 0.068, 0.052, -0.076, -0.422, -0.118, -0.210, -0.148, 0.023, 0.070, 0.067, 0.072, 0.115, 0.120, 0.112, 0.089, 0.086, 0.082, 0.067, 0.070, -0.053, -0.428, -0.253, -0.197, -0.071, 0.031, 0.083, 0.084, 0.082, 0.123, 0.124, 0.121, 0.085, 0.078, 0.065, 0.060, 0.067, -0.082, -0.472, -0.218, -0.180, -0.087, 0.054, 0.069, 0.083, 0.085, 0.135, 0.125, 0.118, 0.080, 0.077, 0.083, 0.065, 0.066]}

(3)
{"formula": "C5H11NO", "method": "ωB97M-V/def2-TZVPD", "smiles": "C[C@H]1[C@@H](C)N[C@@H]1O", "gap_ha": 0.373, "e_above_lowest_ev": 1.431, "elements": ["C", "C", "C", "C", "N", "C", "O", "H", "H", "H", "H", "H", "H", "H", "H", "H", "H", "H"], "positions_angstrom": [[-1.6841, -0.5851, -0.0307], [-0.4951, 0.1202, -0.6668], [0.5367, 0.7872, 0.2832], [0.2281, 0.8817, 1.7642], [1.5652, -0.1913, -0.1376], [0.6602, -0.8156, -1.1089], [1.0793, -0.7195, -2.4398], [-1.3611, -1.4048, 0.6227], [-2.2902, 0.1009, 0.5722], [-2.3329, -1.0143, -0.8020], [-0.8391, 0.7812, -1.4711], [0.8266, 1.7882, -0.0651], [-0.5376, 1.6457, 1.9422], [-0.1348, -0.0667, 2.1761], [1.1262, 1.1794, 2.3177], [1.8890, -0.8115, 0.5986], [0.4890, -1.8872, -0.9497], [1.2747, 0.2116, -2.6051]], "atomic_forces_ev_per_a": [[-0.024, -0.035, 0.044], [-0.084, 0.028, -0.040], [-0.083, 0.258, 0.088], [-0.007, -0.047, 0.034], [0.106, -0.102, 0.098], [-0.207, -0.235, 0.127], [0.037, 0.150, -0.094], [-0.041, 0.139, -0.075], [0.086, -0.079, -0.112], [0.122, 0.037, 0.099], [0.067, -0.114, 0.085], [-0.077, -0.112, 0.060], [0.103, -0.125, -0.008], [0.082, 0.111, -0.066], [-0.123, -0.054, -0.070], [0.000, 0.114, -0.135], [-0.066, 0.174, 0.029], [0.108, -0.108, -0.065]], "nbo_charge": [-0.612, -0.260, -0.039, -0.629, -0.646, 0.248, -0.702, 0.202, 0.212, 0.220, 0.204, 0.178, 0.217, 0.204, 0.218, 0.364, 0.160, 0.464]}